No. 1
This record from the OMol25 dataset describes a structure of composition C10H14BIMnN6 at a distorted geometry. The level of theory is wB97M-V/def2-TZVPD.

Output
- 2S+1: 6
- E: -2191.64527 hartree
- LUMO level (spin up / spin down): 0.62 / 0.45 eV
- ΔE to the lowest compared entry with this formula, charge and spin: 0.0 kcal per mole
- <S²>: 8.760
- Orbital gap (spin up / spin down): 0.3289 / 0.3425 Ha
- Highest occupied orbital energy (spin up / spin down): -0.30629 / -0.32601 Ha

Element x y z (Å)
H  0.92  3.21  0.20
N  0.48  1.74  -1.25
B  0.10  0.32  -3.35
N  0.50  1.67  -2.63
C  0.89  2.86  -3.11
Mn  0.90  0.31  -0.11
H  0.92  2.97  -4.18
C  1.09  3.74  -2.03
H  1.38  4.78  -2.07
C  0.82  3.00  -0.86
H  0.25  0.45  -4.53
C  -0.67  -1.59  1.53
H  -1.02  -2.21  2.38
H  0.11  -2.07  0.93
H  -1.42  -1.32  0.77
N  -1.34  -0.07  -2.95
N  1.12  -0.77  -2.82
N  -1.61  -0.20  -1.59
N  1.30  -1.00  -1.48
C  -2.46  -0.26  -3.68
C  1.99  -1.56  -3.49
H  -2.36  -0.16  -4.76
H  2.01  -1.50  -4.57
C  -3.51  -0.54  -2.81
C  2.68  -2.35  -2.58
C  -2.91  -0.51  -1.53
C  2.21  -2.01  -1.31
H  -4.54  -0.74  -3.07
H  3.42  -3.09  -2.79
H  -3.39  -0.68  -0.59
H  2.48  -2.35  -0.32
H  -0.23  -0.68  1.88
I  1.73  0.87  2.12

***

No. 2
This record from the OMol25 dataset describes a structure of composition C10H14BN7O3Zn at a distorted geometry. The level of theory is wB97M-V/def2-TZVPD.

Output
- 2S+1: 1
- E: -2802.58412 hartree
- LUMO level: -0.11 eV
- ΔE to the lowest compared entry with this formula, charge and spin: 0.0 kcal per mole
- Orbital gap: 0.3152 Ha
- Highest occupied orbital energy: -0.31908 Ha

Element x y z (Å)
H  0.88  2.34  1.78
N  0.64  1.07  0.09
B  0.30  0.17  -2.31
N  0.60  1.31  -1.27
C  0.81  2.62  -1.50
Zn  0.56  -0.71  1.04
H  0.86  2.99  -2.51
C  0.97  3.25  -0.27
H  1.16  4.30  -0.10
C  0.84  2.25  0.70
H  0.45  0.54  -3.44
C  -0.53  -1.06  2.81
H  0.10  -1.28  3.67
H  -0.99  -2.00  2.45
H  -1.31  -0.32  3.00
N  -1.20  -0.21  -2.07
N  1.26  -1.01  -1.95
N  -1.58  -0.56  -0.80
N  1.39  -1.49  -0.65
C  -2.29  -0.15  -2.87
C  2.16  -1.62  -2.75
H  -2.19  0.12  -3.92
H  2.23  -1.34  -3.79
C  -3.41  -0.47  -2.10
C  2.87  -2.54  -1.98
C  -2.91  -0.70  -0.80
C  2.35  -2.43  -0.68
H  -4.43  -0.55  -2.43
H  3.66  -3.19  -2.30
H  -3.46  -0.96  0.10
H  2.61  -2.98  0.22
H  -1.63  0.12  5.23
O  0.38  2.11  4.28
N  -0.06  1.14  4.85
O  0.48  0.24  5.49
O  -1.55  1.00  4.77